(1)
DFT (ωB97M-V/def2-TZVPD) results for C2H3Br6CaORb as an isolated structure.

Positions of all 14 atoms, in Å:
Rb1 -0.295 -3.881 -0.935
Ca1 -3.261 -1.129 0.432
O1 -1.114 -1.618 0.204
H1 -0.358 -1.002 0.276
C1 0.785 -0.095 -2.632
Br1 0.850 0.809 -4.442
Br2 0.050 1.156 -1.290
Br3 2.593 -0.356 -2.018
H2 0.187 -1.001 -2.534
C2 0.107 1.281 2.639
Br4 -1.500 1.587 1.532
Br5 -0.036 1.713 4.515
Br6 1.621 2.293 1.822
H3 0.370 0.244 2.430

total charge	+2
total energy	-443503.874	eV
E_HOMO	-0.556	Ha
ΔE to the lowest compared entry with this formula, charge and spin	26.29	kcal/mol

(2)
DFT (ωB97M-V/def2-TZVPD) results for the molecule C2H3BrFI.

Positions of all 8 atoms, in Å:
F1 -0.524 -2.203 -0.263
C1 -0.633 -1.042 0.297
Br1 -2.449 -0.406 0.071
C2 0.397 0.030 -0.430
I1 2.515 -0.291 0.047
H1 -0.257 -1.251 1.355
H2 0.131 -0.176 -1.464
H3 0.120 1.060 0.019

SMILES	F[C@H](Br)CI
total energy	-82982.415	eV
E_HOMO	-0.363	Ha
ΔE to the lowest compared entry with this formula, charge and spin	9.93	kcal/mol

Question: E_HOMO of number 1 (C2H3Br6CaORb)?
Answer: -0.556 Ha

Question: Which of these has the lowest total energy?
Answer: C2H3Br6CaORb

Question: Which of these has the lowest E_HOMO?
Answer: C2H3Br6CaORb

Question: The highest total energy belongs to which entry?
Answer: C2H3BrFI